1.
C14H19NO4 | wB97M-V/def2-TZVPD

Structure (XYZ):
```
38
Properties=species:S:1:pos:R:3
C 2.5185 -0.1060 0.7526
C 2.0402 0.2900 2.1446
C 2.2035 1.7866 2.4439
C 0.9657 2.6432 2.1662
C 0.6217 2.8291 0.6847
H -0.0413 3.6943 0.5570
H 1.5342 3.0099 0.1108
O 0.0505 1.6879 0.0767
C -1.2093 1.3116 0.3686
C -2.1032 2.0151 1.1741
C -3.3641 1.5082 1.4313
C -3.7610 0.2907 0.9066
C -2.8874 -0.4149 0.0996
C -1.6234 0.0847 -0.1825
C -0.7275 -0.6422 -1.1186
O -0.2100 -0.1254 -2.1015
N -0.5531 -1.9486 -0.8275
H -0.9163 -2.3134 0.0375
C 0.1185 -2.8686 -1.7276
H -0.0772 -3.8902 -1.4039
H -0.2782 -2.7229 -2.7405
C 1.6489 -2.6593 -1.7998
O 2.4166 -3.5216 -1.4745
O 2.0260 -1.4905 -2.2718
H 1.2503 -0.8711 -2.4013
H -3.1958 -1.3517 -0.3421
H -4.7439 -0.1009 1.1164
H -4.0417 2.0743 2.0527
H -1.8263 2.9674 1.5974
H 0.1098 2.2065 2.6856
H 1.1367 3.6387 2.5831
H 2.4393 1.9076 3.5041
H 3.0492 2.1785 1.8759
H 0.9921 0.0057 2.2690
H 2.6177 -0.2772 2.8784
H 1.9341 0.3857 -0.0185
H 3.5632 0.1652 0.6196
H 2.4349 -1.1822 0.6170
```

Computed properties:
SMILES = CCCCCOc1ccccc1C(=O)NCC(=O)O
M = 265.31 g/mol
LUMO = 0.557 eV
Total charge = 0
Relative energy (zero: lowest compared OMol25 entry of this formula, charge and spin) = 62.3 kJ/mol
HOMO level = -0.331 Ha

2.
C4H7ClF3N4O | wB97M-V/def2-TZVPD

Structure (XYZ):
```
20
Properties=species:S:1:pos:R:3
C -0.2205 1.1931 0.5281
C 2.2259 0.4595 0.5622
C 0.7207 -1.5642 0.4013
C -2.6544 0.8297 -1.0274
N -0.5153 0.1747 -0.1773
N 1.8640 -0.9087 0.0524
N 1.0050 1.2003 1.1086
N 0.0317 -2.4802 -0.2067
O -1.6818 -0.1352 -0.7958
F -0.9666 2.3025 0.7657
F 0.4550 -1.4681 1.6593
F 2.4130 -1.1990 -1.1811
Cl 3.0716 1.4126 -0.7416
H 2.8308 0.3726 1.3853
H -3.5142 0.2159 -1.2546
H -2.5587 1.5067 -1.8041
H -3.0082 1.2089 -0.1120
H 1.3289 2.0606 1.7269
H -0.8606 -2.6453 0.3429
H 0.0337 -2.5364 -1.2320
```

Computed properties:
SMILES = CO/N=C(\F)N[C@H](Cl)N(F)C(=[NH2+])F
M = 219.57 g/mol
LUMO = -3.809 eV
Total charge = +1
Relative energy (zero: lowest compared OMol25 entry of this formula, charge and spin) = 167.2 kJ/mol
HOMO level = -0.485 Ha

3.
C3H6N4 | wB97M-V/def2-TZVPD

Structure (XYZ):
```
13
Properties=species:S:1:pos:R:3
C -0.9302 -0.0002 0.0274
C 1.5035 0.3683 0.0536
C 0.3000 0.9683 0.0790
N -0.7591 -1.2514 -0.1330
N 2.7112 0.3284 0.0921
N 0.4863 -1.7411 0.0108
N -2.1897 0.5119 0.3126
H 0.3048 1.6247 -0.8213
H 0.2513 1.6360 0.9908
H 3.0302 -0.5748 -0.2067
H 0.7334 -2.4496 -0.7761
H -2.7275 0.7728 -0.4926
H -2.7141 -0.1934 0.8634
```

Computed properties:
M = 98.11 g/mol
LUMO (alpha / beta) = 0.493 / 0.491 eV
Total charge = 0
Relative energy (zero: lowest compared OMol25 entry of this formula, charge and spin) = 438.8 kJ/mol
HOMO level (alpha / beta) = -0.270 / -0.270 Ha

4.
C3H6Cl2N | wB97M-V/def2-TZVPD

Structure (XYZ):
```
12
Properties=species:S:1:pos:R:3
C 1.4616 0.1511 1.6412
C -0.4025 -0.6067 0.5341
C -1.4149 0.7027 -2.1354
N 0.8968 -0.3812 0.6602
Cl -2.4698 0.1349 -3.2786
Cl -0.4159 1.9760 -2.4569
H 2.5448 0.2647 1.7870
H 0.6459 0.4805 2.2895
H -0.9215 -0.6519 1.4452
H -0.6169 -1.5415 -0.0264
H -0.7137 0.2060 -0.3188
H 1.4061 -0.7347 -0.1411
```

Computed properties:
M = 126.99 g/mol
LUMO = -4.744 eV
Total charge = +1
Relative energy (zero: lowest compared OMol25 entry of this formula, charge and spin) = 373.7 kJ/mol
HOMO level = -0.462 Ha

5.
C3H4INS | wB97M-V/def2-TZVPD

Structure (XYZ):
```
10
Properties=species:S:1:pos:R:3
C -1.4695 0.0158 0.0554
C 0.6291 -0.7535 -0.2030
C 0.8388 0.7612 0.1763
N -0.7742 -1.0367 0.0788
S -0.7440 1.6283 -0.0839
I -3.5033 -0.1686 0.0102
H 0.9344 -1.1311 -1.1517
H 1.1861 -1.2948 0.4391
H 1.1636 0.9774 1.1604
H 1.7390 1.0021 -0.4816
```

Computed properties:
SMILES = IC1=NCCS1
M = 213.04 g/mol
LUMO = 0.515 eV
Total charge = 0
Relative energy (zero: lowest compared OMol25 entry of this formula, charge and spin) = 25.4 kJ/mol
HOMO level = -0.339 Ha

6.
C59H60BBiN4O6P2Si | wB97M-V/def2-TZVPD

Structure (XYZ):
```
134
Properties=species:S:1:pos:R:3
Bi -0.5434 -0.3295 0.2060
C -3.3448 -2.5538 -1.3589
Si -3.1278 -0.9878 -0.3339
C -3.9487 -1.3755 1.3360
C -5.2662 -1.8511 1.3444
C -5.9417 -2.0900 2.5278
C -5.3188 -1.8418 3.7464
C -4.0188 -1.3742 3.7663
C -3.3293 -1.1658 2.5679
P -1.6365 -0.5040 2.6373
C -1.8567 1.0622 3.5247
C -2.5194 2.0945 2.8649
C -2.7513 3.2964 3.5055
C -2.3134 3.4804 4.8127
C -1.6517 2.4578 5.4708
C -1.4229 1.2454 4.8297
C -0.6216 -1.5433 3.7062
C 0.7032 -1.1387 3.8641
C 1.5649 -1.8996 4.6374
C 1.1136 -3.0648 5.2393
C -0.2013 -3.4751 5.0679
C -1.0710 -2.7182 4.2989
C -4.0254 0.5552 -0.9902
C -4.6413 1.3700 -0.0343
C -5.1686 2.6144 -0.3517
C -5.0896 3.0762 -1.6540
C -4.5044 2.2799 -2.6288
C -3.9760 1.0290 -2.3188
P -3.2991 -0.0845 -3.6206
C -3.5423 0.9063 -5.1434
C -2.5675 1.6992 -5.7425
C -2.8509 2.4074 -6.9029
C -4.1120 2.3376 -7.4751
C -5.0893 1.5433 -6.8910
C -4.8006 0.8246 -5.7419
C -1.4974 0.0718 -3.3387
C -0.7169 -1.0496 -3.6203
C 0.6608 -1.0179 -3.4509
C 1.2735 0.1400 -2.9965
C 0.5056 1.2595 -2.6992
C -0.8717 1.2267 -2.8657
H -4.3426 -2.6316 -1.7950
H -3.1903 -3.4027 -0.6866
H -2.6207 -2.6258 -2.1687
H -5.7759 -2.0232 0.4027
H -6.9601 -2.4570 2.5060
H -5.8492 -2.0071 4.6753
H -3.5361 -1.1595 4.7129
H -2.8410 1.9630 1.8385
H -3.2617 4.0960 2.9832
H -2.4858 4.4244 5.3134
H -1.3048 2.5991 6.4861
H -0.8976 0.4532 5.3470
H 1.0575 -0.2388 3.3687
H 2.5959 -1.5924 4.7507
H 1.7923 -3.6633 5.8333
H -0.5489 -4.3918 5.5269
H -2.0859 -3.0580 4.1418
H -4.7263 1.0226 0.9887
H -5.6435 3.2119 0.4170
H -5.4904 4.0464 -1.9197
H -4.4632 2.6418 -3.6477
H -1.5803 1.7649 -5.3045
H -2.0816 3.0174 -7.3590
H -4.3312 2.8926 -8.3781
H -6.0732 1.4752 -7.3370
H -5.5607 0.1913 -5.2976
H -1.1969 -1.9585 -3.9652
H 1.2504 -1.9035 -3.6499
H 2.3424 0.1599 -2.8326
H 0.9721 2.1454 -2.2895
H -1.4585 2.0960 -2.5895
N -0.7666 3.5491 -0.0844
C 0.2724 4.0277 0.8364
C 1.0994 5.1470 0.1982
C 1.5906 4.9332 -1.2425
C 3.0577 4.5474 -1.4170
N 3.3045 3.1747 -1.0108
C 4.2439 2.4027 -1.5185
N 4.2804 1.1171 -1.2188
N 5.1441 2.9200 -2.4038
C 1.0517 2.8066 1.3800
O 2.3093 2.8397 1.3539
O 0.3422 1.8855 1.8277
H -1.4881 4.2527 -0.2061
H -1.2068 2.7416 0.3460
H -0.1704 4.4599 1.7482
H 1.9399 5.3715 0.8586
H 0.4637 6.0381 0.1999
H 1.4636 5.8676 -1.7947
H 0.9546 4.1985 -1.7383
H 3.6855 5.2345 -0.8350
H 3.3249 4.6553 -2.4708
H 2.8775 2.9085 -0.0813
H 3.4590 0.6223 -0.7498
H 5.1130 0.5797 -1.3988
H 5.3991 3.8871 -2.2984
H 5.8727 2.3105 -2.7330
C 8.4706 -1.5904 0.4402
C 6.9675 -1.5143 0.4886
C 6.1827 -2.2600 -0.3778
C 4.7881 -2.2078 -0.3283
C 3.9703 -3.0240 -1.2975
C 4.1846 -1.3826 0.6127
C 4.9511 -0.6166 1.4979
C 4.2670 0.3001 2.4742
C 6.3331 -0.6990 1.4256
C 2.6832 -1.1913 0.5908
O 1.9493 -1.9344 1.2579
O 2.3045 -0.2299 -0.1521
H 8.8075 -2.2257 -0.3785
H 8.8695 -2.0018 1.3693
H 8.9151 -0.6022 0.3076
H 6.6614 -2.9082 -1.1057
H 4.2732 -4.0722 -1.2658
H 4.1170 -2.6730 -2.3224
H 2.9053 -2.9763 -1.0725
H 3.5275 -0.2512 3.0581
H 3.7200 1.0994 1.9648
H 4.9845 0.7495 3.1606
H 6.9337 -0.1106 2.1123
O 0.2674 -3.3099 -0.8159
B -0.3075 -2.6329 0.2580
O -0.7145 -3.5231 1.2431
C -0.3058 -4.7606 0.8062
C -0.4303 -5.9779 1.4329
C 0.0729 -7.0847 0.7502
C 0.6675 -6.9556 -0.4998
C 0.7856 -5.7145 -1.1246
C 0.2864 -4.6309 -0.4405
H -0.8908 -6.0629 2.4073
H 0.0006 -8.0640 1.2041
H 1.0482 -7.8366 -0.9989
H 1.2481 -5.6024 -2.0955
```

Computed properties:
M = 1230.98 g/mol
LUMO = 0.426 eV
Total charge = 0
Relative energy (zero: lowest compared OMol25 entry of this formula, charge and spin) = 0.0 kJ/mol
HOMO level = -0.269 Ha

7.
C17H15BaCl2N3O6S2 | wB97M-V/def2-TZVPD

Structure (XYZ):
```
46
Properties=species:S:1:pos:R:3
Ba 0.2153 0.3324 -0.0995
O 5.5087 -4.7964 1.4212
C 4.8601 -4.3995 2.4246
O 5.2384 -4.2074 3.6003
C 3.4112 -4.0900 2.1443
C 2.5575 -5.0603 1.6388
C 1.2527 -4.7228 1.3134
N 0.7490 -3.4901 1.4146
C 1.5745 -2.5615 1.9010
C 2.8800 -2.8141 2.3008
C 1.0872 -1.1159 1.8729
O -0.1570 -0.8764 1.9081
O 1.9431 -0.2073 1.6138
H 2.9205 -6.0685 1.4797
H 0.5802 -5.4816 0.9203
H 3.4897 -2.0070 2.6842
Cl -1.1009 2.7122 1.9648
C -2.2871 3.7190 1.1429
C -2.4491 4.9748 1.6998
C -3.3424 5.8685 1.1310
C -4.0417 5.4569 0.0088
C -3.8586 4.1857 -0.5140
Cl -4.8294 3.8150 -1.9463
C -2.9769 3.2168 0.0171
S -2.7793 1.6172 -0.6073
H -1.8678 5.2401 2.5729
H -3.4867 6.8577 1.5475
H -4.7402 6.1228 -0.4820
C 1.3505 -4.0656 -2.3737
N 2.4676 -3.2559 -1.9127
C 3.8218 -3.7740 -2.1293
C 2.2434 -2.0440 -1.4130
C 3.3961 -1.1392 -1.0391
O 1.0663 -1.6407 -1.2604
H 1.3351 -4.1158 -3.4644
H 0.4233 -3.6282 -2.0258
H 1.4497 -5.0728 -1.9653
H 3.7204 -4.7914 -2.5009
H 4.3904 -3.8198 -1.1998
H 4.3654 -3.1868 -2.8685
H 4.3727 -1.5620 -1.2480
H 3.3218 -0.9089 0.0254
H 3.2760 -0.2072 -1.5979
O 1.8678 0.1046 -4.0474
S 0.7825 0.5930 -3.1829
N 1.0490 1.5222 -2.0785
```

Computed properties:
M = 629.69 g/mol
LUMO = 4.211 eV
Total charge = -2
Relative energy (zero: lowest compared OMol25 entry of this formula, charge and spin) = 163.8 kJ/mol
HOMO level = -0.094 Ha

8.
C5H11NO | wB97M-V/def2-TZVPD

Structure (XYZ):
```
18
Properties=species:S:1:pos:R:3
C 2.8988 0.2052 -1.2863
C 1.6965 0.6427 -0.4432
C 0.5147 -0.2371 -0.5349
C -0.4876 -0.4155 0.3349
N -1.6473 -1.1439 -0.0496
C -2.4552 -0.6384 -0.8809
H 3.8104 -0.0029 -0.7342
H 2.5711 -0.6896 -1.8401
H 3.1529 0.8605 -2.1237
H 1.9673 0.5250 0.6057
H 1.4860 1.6978 -0.6580
H 0.2639 -0.5389 -1.5704
H -0.6667 -0.0753 1.3711
H -3.3882 -1.2073 -0.9344
H -2.4602 0.3733 -1.3128
H -3.0001 -0.2139 3.6175
H -1.7913 0.6502 3.4829
O -2.4649 0.2080 2.9563
```

Computed properties:
SMILES = C=N/C=C/CC.O
M = 101.15 g/mol
LUMO = 0.748 eV
Total charge = 0
Relative energy (zero: lowest compared OMol25 entry of this formula, charge and spin) = 274.9 kJ/mol
HOMO level = -0.312 Ha

9.
C2H5N3S | wB97M-V/def2-TZVPD

Structure (XYZ):
```
11
Properties=species:S:1:pos:R:3
C -1.2923 -0.3532 -0.0353
C 2.5664 -0.1863 -0.0288
H -1.9379 1.5639 0.2929
H -0.3355 1.4301 -0.0993
H -3.2164 -0.5651 -0.0555
H 3.2754 0.6419 0.0255
H 2.9626 -1.2203 0.0749
N -1.2358 0.9923 -0.1583
N -2.3205 -1.0813 0.0556
N 1.3109 0.0432 0.0299
S 0.2231 -1.2651 -0.1018
```

Computed properties:
SMILES = [H]/N=C(\N)SN=C
M = 103.15 g/mol
LUMO = 0.825 eV
Total charge = 0
Relative energy (zero: lowest compared OMol25 entry of this formula, charge and spin) = 149.1 kJ/mol
HOMO level = -0.325 Ha

Which value of relative energy (zero: lowest compared OMol25 entry of this formula, charge and spin) does entry 1 give?
62.3 kJ/mol